Computed, not measured: a molecular structure, C18H27BrNO4P2Sr, with wB97M-V/def2-TZVPD.

Values from the calculation:
* charge: +1
* electronic energy: -4345.05012 Eh
* HOMO-LUMO gap: 4.092 eV

Each line ends with the Löwdin charge.
Element x y z (Å)
Sr  0.4216  0.8410  0.3403  1.328
P  2.4463  -1.3444  0.3616  0.694
C  2.2593  -1.7451  -1.3468  -0.336
C  1.0355  -1.6909  -2.0621  -0.387
N  -0.0898  -1.0076  -1.5937  -0.026
C  -1.2810  -1.2780  -2.1747  -0.380
C  -1.4093  -2.1058  -3.2930  -0.078
C  -0.2654  -2.6379  -3.8874  -0.074
C  0.9596  -2.3870  -3.2987  -0.054
C  -2.5543  -0.7148  -1.5498  -0.322
P  -2.3890  0.9703  -0.8381  0.779
H  1.8924  -2.7982  -3.6782  0.109
H  -2.4141  -2.3054  -3.6752  0.104
H  -0.3441  -3.2648  -4.7733  0.109
H  -3.3498  -0.6950  -2.3132  0.095
H  -2.9122  -1.3583  -0.7217  0.095
H  3.2936  2.9036  -2.8963  0.040
H  3.1566  -2.0342  -1.9017  0.063
H  -0.8085  5.9766  -1.7111  0.038
O  2.7100  2.4397  -2.2997  -0.057
H  1.8816  2.9337  -2.3816  0.028
H  0.2948  2.2268  2.3819  -0.018
O  -0.7156  5.0268  -1.7147  -0.059
H  -1.3614  4.7333  -1.0520  0.028
C  -2.6240  1.9580  -2.3672  -0.273
H  -3.5778  1.7111  -2.8589  0.058
H  -2.6017  3.0288  -2.1122  0.022
H  -1.7907  1.7551  -3.0574  0.055
C  -4.0374  1.0830  -0.0636  -0.282
H  -4.0096  1.9191  0.6467  0.035
H  -4.8219  1.2600  -0.8114  0.055
H  -4.2468  0.1535  0.4829  0.047
C  2.4863  -3.0001  1.1427  -0.274
H  3.4776  -3.4651  1.0347  0.045
H  2.2451  -2.8427  2.2047  0.023
H  1.7213  -3.6350  0.6750  0.047
C  4.2070  -0.8377  0.4449  -0.299
H  4.4055  -0.4897  1.4698  0.031
H  4.8546  -1.6950  0.2113  0.046
H  4.3848  -0.0115  -0.2591  0.038
Br  0.6830  3.5738  4.1645  0.885
C  0.1016  2.0343  5.1856  -0.504
C  0.0231  2.1646  6.5705  -0.097
C  -0.2667  1.0482  7.3759  -0.025
C  -0.4683  -0.2048  6.7881  -0.039
C  -0.4046  -0.3544  5.4063  0.020
C  -0.2041  0.7769  4.5956  -0.170
C  -0.1673  0.5395  3.1790  -0.433
O  0.1140  -0.5278  2.5953  0.002
O  -0.5040  1.6493  2.3697  -0.226
H  0.1885  3.1296  7.0454  0.112
H  -0.3449  1.1746  8.4554  0.124
H  -0.7008  -1.0714  7.4084  0.122
H  -0.5186  -1.3300  4.9276  0.138

Forces on the atoms, in the same order (eV/Å):
Sr 0.650 -1.830 -2.499
P 0.250 -0.303 -1.111
C -0.806 0.967 -0.575
C 0.841 0.382 0.774
N 0.118 -0.065 0.581
C -0.148 -0.763 -0.756
C -1.105 0.871 0.883
C 1.419 0.070 0.267
C -0.847 -0.449 -0.791
C 0.315 -0.352 -0.040
P -0.513 -0.409 -0.802
H -0.304 -0.016 -0.066
H 0.427 0.038 0.039
H 0.069 0.177 0.123
H 0.190 -0.011 0.320
H 0.297 0.119 -0.357
H 0.434 0.083 -0.243
H -0.341 -0.191 0.175
H 0.053 0.515 -0.116
O -0.815 0.042 0.490
H 0.183 -0.052 -0.142
H -0.803 0.561 0.926
O -0.249 -0.730 0.507
H 0.223 0.156 -0.324
C 0.258 0.382 0.050
H 0.336 0.060 0.189
H -0.083 -0.294 -0.276
H -0.277 0.070 0.168
C -0.010 0.383 0.407
H -0.324 -0.205 -0.098
H 0.199 -0.111 0.211
H 0.019 0.318 -0.088
C -0.121 0.158 0.771
H -0.336 0.107 0.024
H 0.167 -0.476 -0.110
H 0.228 0.265 0.191
C -0.012 0.133 0.410
H 0.245 -0.136 -0.309
H -0.092 0.349 -0.001
H -0.013 -0.300 0.218
Br -0.063 -0.345 0.747
C -0.553 -0.439 0.290
C 0.119 -0.113 0.007
C -0.139 0.031 -0.742
C -0.046 -0.040 0.138
C -0.073 0.426 0.273
C 0.805 0.251 0.894
C 0.596 -2.405 -1.950
O -1.177 3.029 1.460
O 0.583 -0.323 0.339
H 0.075 -0.199 -0.191
H 0.058 -0.043 -0.307
H 0.177 0.270 -0.152
H -0.084 0.386 0.173